# 1
This record from the OMol25 dataset describes an isolated molecule of C7H10S. The level of theory is ωB97M-V with the def2-TZVPD basis set.

```
18
Properties=species:S:1:pos:R:3:forces:R:3:lowdin_charge:R:1
S 0.97937 -0.82252 -2.66691 -0.305 0.451 1.092 0.7645
C 0.35580 -0.26917 -1.03117 -0.765 -1.008 1.795 -0.7231
C -0.40029 1.02940 -1.07062 0.189 0.417 0.369 -0.1329
C -1.14487 1.14701 0.02610 0.203 -0.598 0.792 -0.0457
C -0.84141 -0.10129 0.86418 -3.172 0.329 2.100 -0.3345
C 0.54210 0.23960 1.37634 1.290 2.157 0.744 -0.1847
C 1.39538 -0.01801 0.16138 -0.612 4.106 -3.052 -0.1628
C -0.73232 -1.18992 -0.17564 4.088 0.583 0.190 -0.0884
H 0.76064 -2.01829 -2.18197 0.237 -1.190 -0.418 -0.1591
H -0.01989 1.87458 -1.62621 -0.312 -0.005 -0.503 0.1117
H -1.49284 2.04759 0.51883 -0.270 0.042 -0.452 0.1115
H -1.49931 -0.39533 1.77445 0.531 0.829 -1.719 0.1621
H 0.82071 -0.23854 2.29031 0.291 -1.249 0.277 0.0950
H 0.72867 1.34114 1.75125 -1.079 -1.721 -1.040 0.1527
H 1.85585 0.96846 -0.26114 0.066 -1.744 1.300 0.1412
H 2.09809 -0.75389 0.24143 1.866 -1.973 0.134 0.0720
H -0.33281 -2.13874 0.29267 -0.146 0.909 -0.903 0.1380
H -1.50142 -1.35672 -0.84638 -2.099 -0.336 -0.705 0.0824
```
Forces are in eV/Å.

Calculated values
* ΔE to the lowest compared entry with this formula, charge and spin: 2.128 eV
* SMILES: S[C@]12C=C[C@H](CC1)C2
* charge: 0
* Kohn-Sham gap: 9.9139 eV
* maximum force: 5.2 eV Å⁻¹
* lowest unoccupied orbital energy: 0.94 eV

=====

# 2
This record from the OMol25 dataset describes an isolated molecule of C7H10S3. The level of theory is ωB97M-V with the def2-TZVPD basis set.

```
20
Properties=species:S:1:pos:R:3:forces:R:3:lowdin_charge:R:1
C 1.66634 -0.07908 -0.04109 5.164 -1.924 0.437 -0.2025
C 1.74866 1.22819 0.18225 -1.332 -1.685 -0.880 -0.7050
C 3.30222 -0.83053 -0.04051 -4.197 4.836 -0.467 -1.1998
C 0.66319 2.22925 0.13541 -3.189 -0.214 -0.016 -0.1452
C -0.10021 -1.46054 1.10429 1.112 -0.258 -2.481 -0.0131
C -0.32798 -0.69478 -1.26804 -0.562 1.110 -2.614 -0.0950
C 0.66987 -1.11729 -0.25497 -1.535 -2.007 0.151 -0.4482
S 3.46500 -2.40340 0.03285 0.465 -3.496 0.224 0.7513
S 3.23101 2.05174 0.08686 1.997 -0.015 0.254 0.6790
S 4.51508 0.34012 0.15425 0.228 1.213 0.229 0.5638
H 0.78220 2.87794 0.97421 0.211 1.146 0.132 0.0643
H -0.46549 2.00134 0.16631 1.768 -0.950 0.540 0.1094
H 0.61051 2.67192 -0.84014 0.785 1.091 -0.387 0.0774
H -0.56363 -0.57119 1.47480 0.024 0.525 0.583 0.0732
H 0.65644 -1.91772 1.69279 0.339 -0.054 1.286 0.0601
H -0.86340 -2.19264 0.90942 -0.377 -0.355 -0.148 0.0705
H -1.10217 -1.44265 -1.48940 0.145 0.216 0.392 0.0891
H 0.06051 -0.36280 -2.30008 0.013 -0.732 1.514 0.1199
H -0.74174 0.21232 -0.88452 -1.071 0.494 0.072 0.0428
H 1.10673 -2.05880 -0.72384 0.011 1.059 1.178 0.1080
```
Forces are in eV/Å.

Calculated values
* 2S+1: 3
* charge: 0
* Kohn-Sham gap (alpha / beta): 6.0522 / 5.5486 eV
* maximum force: 6.4 eV Å⁻¹
* <S²>: 2.011
* lowest unoccupied orbital energy (alpha / beta): 0.25 / -2.63 eV